No. 1
{
  "formula": "C6H10BN",
  "method": "ωB97M-V with the def2-TZVPD basis set",
  "symbols": ["C", "C", "C", "B", "C", "C", "N", "C", "H", "H", "H", "H", "H", "H", "H", "H", "H", "H"],
  "coordinates": [[1.210, -0.731, 1.332], [0.408, -0.795, 0.275], [-0.359, 0.222, -0.441], [-1.834, -0.066, -0.770], [-2.662, -0.694, 0.373], [0.230, 1.306, -0.941], [1.561, 1.273, -1.190], [2.533, 1.095, -0.397], [1.813, -1.578, 1.637], [1.575, 0.223, 1.707], [0.246, -1.814, -0.184], [-2.110, 0.482, -1.866], [-3.773, -0.742, 0.292], [-2.361, -0.628, 1.418], [-2.411, -1.748, 0.224], [-0.185, 2.207, -1.344], [3.578, 1.142, -0.795], [2.540, 0.845, 0.669]],
  "smiles": "C=C/C(BC)=C\\N=C",
  "charge": 0
}



No. 2
{
  "formula": "C4H5O2Pb",
  "method": "ωB97M-V with the def2-TZVPD basis set",
  "symbols": ["H", "C", "C", "O", "Pb", "H", "O", "C", "C", "H", "H", "H"],
  "coordinates": [[1.349, -1.385, 0.700], [-0.074, -0.615, 0.023], [1.330, -0.328, 0.088], [2.045, 0.092, -0.796], [4.039, 0.356, -1.396], [-0.418, -1.615, -0.257], [-1.797, 0.690, 1.702], [-1.262, 0.384, 0.634], [-1.134, 0.616, -0.720], [-1.622, 0.076, 2.448], [-0.561, 1.502, -1.024], [-1.896, 0.225, -1.402]],
  "charge": 3
}



No. 3
{
  "formula": "C5H6O2",
  "method": "ωB97M-V with the def2-TZVPD basis set",
  "symbols": ["C", "C", "O", "C", "C", "O", "C", "H", "H", "H", "H", "H", "H"],
  "coordinates": [[0.093, 1.111, -1.223], [-0.073, 0.070, -0.141], [-0.696, -1.189, -0.562], [0.290, -1.818, 0.176], [1.036, -0.754, 0.482], [-0.443, 1.324, 1.872], [-0.861, 0.515, 1.084], [-0.865, 1.296, -1.723], [0.826, 0.807, -1.975], [0.424, 2.049, -0.764], [0.204, -2.866, 0.434], [1.876, -0.505, 1.113], [-1.812, -0.041, 1.226]],
  "charge": 0
}



No. 4
{
  "formula": "C4H9O2",
  "method": "ωB97M-V with the def2-TZVPD basis set",
  "symbols": ["C", "C", "H", "H", "H", "H", "H", "H", "C", "C", "O", "O", "H", "H", "H"],
  "coordinates": [[-1.484, -0.242, 1.286], [-0.250, 0.417, 1.961], [-1.988, -1.041, 1.824], [-2.349, 0.354, 0.969], [-1.156, -0.532, 0.277], [-0.503, 1.459, 2.160], [0.559, 0.486, 1.234], [-0.004, -0.122, 2.860], [1.020, -0.761, -1.767], [0.904, 0.788, -1.823], [0.366, 1.338, -2.801], [1.505, 1.332, -0.855], [1.140, -1.166, -0.765], [1.985, -0.981, -2.249], [0.254, -1.329, -2.311]],
  "charge": -1
}



No. 5
{
  "formula": "C32H32ClNO21",
  "method": "ωB97M-V with the def2-TZVPD basis set",
  "symbols": ["O", "C", "C", "C", "O", "C", "O", "C", "C", "O", "H", "H", "H", "H", "O", "C", "C", "C", "O", "C", "O", "C", "C", "O", "H", "H", "H", "H", "O", "C", "C", "C", "O", "C", "O", "C", "C", "O", "H", "H", "H", "H", "O", "C", "C", "C", "O", "C", "O", "C", "C", "O", "H", "H", "H", "H", "C", "C", "O", "C", "C", "O", "C", "C", "O", "C", "O", "C", "O", "N", "Cl", "H", "H", "H", "H", "H", "H", "H", "H", "H", "H", "H", "H", "H", "H", "H", "H"],
  "coordinates": [[-6.669, 1.659, 1.924], [-7.585, 2.362, 1.541], [-8.929, 1.908, 1.262], [-9.840, 2.808, 0.865], [-11.101, 2.516, 0.589], [-9.512, 4.276, 0.691], [-10.426, 4.990, 0.316], [-8.168, 4.728, 0.964], [-7.250, 3.829, 1.356], [-5.987, 4.118, 1.606], [-9.159, 0.861, 1.395], [-11.519, 3.361, 0.325], [-7.940, 5.775, 0.828], [-5.530, 3.268, 1.787], [8.381, 0.536, -5.525], [7.822, 0.293, -4.473], [7.976, 1.062, -3.257], [7.309, 0.678, -2.160], [7.373, 1.303, -0.996], [6.403, -0.534, -2.148], [5.855, -0.790, -1.089], [6.237, -1.296, -3.364], [6.902, -0.910, -4.463], [6.829, -1.529, -5.628], [8.626, 1.925, -3.274], [6.797, 0.803, -0.384], [5.579, -2.153, -3.348], [7.415, -1.036, -6.236], [1.074, -4.478, -3.488], [0.798, -5.659, -3.376], [1.767, -6.728, -3.303], [1.329, -7.991, -3.192], [2.121, -9.047, -3.121], [-0.144, -8.335, -3.140], [-0.419, -9.518, -3.050], [-1.113, -7.263, -3.194], [-0.676, -6.000, -3.303], [-1.474, -4.947, -3.351], [2.817, -6.475, -3.345], [1.532, -9.825, -3.053], [-2.162, -7.516, -3.143], [-0.904, -4.157, -3.429], [2.879, 6.728, 5.140], [2.231, 5.781, 4.732], [1.033, 5.879, 3.931], [0.413, 4.750, 3.552], [-0.678, 4.719, 2.811], [0.922, 3.380, 3.949], [0.254, 2.439, 3.565], [2.134, 3.278, 4.731], [2.754, 4.408, 5.102], [3.864, 4.444, 5.819], [0.678, 6.862, 3.657], [-0.900, 3.776, 2.656], [2.497, 2.295, 4.996], [4.075, 5.392, 5.939], [3.562, -1.005, 1.232], [2.957, 0.003, 0.261], [1.604, -0.299, -0.050], [1.396, -1.041, -1.241], [0.372, -2.145, -1.021], [-0.959, -1.669, -1.227], [-1.808, -1.718, -0.098], [-1.331, -0.806, 1.031], [-2.490, -0.346, 1.741], [-2.212, 0.534, 2.777], [-2.683, 1.857, 2.443], [-2.690, 2.151, 1.110], [-1.737, 2.531, 0.504], [-3.998, 2.011, 0.636], [-4.211, 2.499, -0.996], [2.811, -1.245, 1.994], [4.425, -0.570, 1.746], [3.883, -1.920, 0.729], [2.948, 0.998, 0.723], [3.547, 0.057, -0.660], [0.995, -0.376, -2.020], [2.338, -1.468, -1.608], [0.551, -2.951, -1.742], [0.487, -2.557, -0.012], [-1.940, -2.753, 0.249], [-2.790, -1.362, -0.426], [-0.774, 0.035, 0.604], [-0.672, -1.326, 1.735], [-2.768, 0.257, 3.677], [-1.141, 0.588, 3.004], [-4.260, 1.029, 0.711]],
  "smiles": "O=C1C=C(O)C(=O)C=C1O.O=C1C=C(O)C(=O)C=C1O.O=C1C=C(O)C(=O)C=C1O.O=C1C=C(O)C(=O)C=C1O.CCOCCOCCOCOC(=O)NCl",
  "charge": 0
}



No. 6
{
  "formula": "C16H34AlBBeF4NO5P",
  "method": "ωB97M-V with the def2-TZVPD basis set",
  "symbols": ["C", "C", "C", "C", "C", "P", "O", "C", "C", "C", "C", "C", "C", "O", "C", "C", "O", "H", "H", "H", "H", "H", "H", "H", "H", "H", "H", "H", "H", "H", "H", "H", "H", "H", "H", "H", "H", "H", "H", "H", "H", "H", "H", "Be", "B", "F", "F", "F", "F", "O", "H", "C", "O", "N", "C", "C", "H", "H", "H", "H", "H", "H", "H", "Al"],
  "coordinates": [[-3.256, -2.105, -1.485], [-3.085, -0.985, -1.919], [-2.691, 0.420, -2.115], [-1.458, 0.430, -3.005], [-0.217, 0.520, -2.193], [0.425, -1.278, -1.572], [2.056, -0.900, -1.510], [2.616, -0.581, -0.259], [2.332, 0.877, 0.233], [1.404, 0.899, 1.475], [3.674, 1.555, 0.600], [3.523, 3.085, 0.676], [4.348, 0.968, 1.863], [0.690, -1.636, -3.232], [0.582, -3.013, -3.556], [-0.071, -3.645, -2.322], [0.514, -2.971, -1.218], [-3.516, -2.981, -0.933], [-3.521, 0.941, -2.594], [-2.561, 0.916, -1.153], [-1.490, 1.298, -3.678], [-1.476, -0.436, -3.672], [-0.379, 1.060, -1.256], [0.616, 0.937, -2.763], [-1.100, -1.529, -1.670], [0.172, -1.031, -0.195], [2.399, -1.317, 0.520], [3.723, -0.607, -0.416], [1.901, 1.481, -0.568], [1.762, 1.596, 2.232], [1.356, -0.093, 1.932], [0.381, 1.191, 1.220], [4.358, 1.373, -0.237], [2.696, 3.386, 1.321], [3.327, 3.452, -0.337], [4.465, 3.535, 0.983], [3.758, 0.203, 2.375], [5.306, 0.515, 1.602], [4.557, 1.748, 2.596], [0.071, -3.178, -4.502], [1.600, -3.418, -3.623], [0.010, -4.747, -2.241], [-1.153, -3.504, -2.458], [0.657, -5.315, -0.413], [-5.963, 1.214, -2.509], [-5.091, 2.285, -2.406], [-5.699, 0.255, -1.540], [-7.274, 1.595, -2.533], [-5.658, 0.561, -3.821], [5.488, -2.230, -1.066], [4.675, -2.264, -1.606], [0.166, 1.259, 5.476], [0.402, 2.198, 6.194], [-1.066, 0.992, 4.947], [-1.288, -0.145, 4.090], [-2.171, 1.879, 5.263], [0.937, 0.529, 5.180], [-1.647, 0.206, 3.118], [-2.041, -0.801, 4.535], [-0.364, -0.703, 3.954], [-1.933, 2.891, 4.931], [-2.324, 1.902, 6.343], [-3.076, 1.534, 4.771], [-5.773, -0.366, -5.657]],
  "charge": 2
}



In eV, the LUMO energy values for the records above are, in order, 0.289; -14.869; 0.914; 4.075; -1.647; -11.797.
In Eh, the HOMO energy values for the records above are, in order, -0.3170; -0.8459; -0.3441; -0.1427; -0.3505; -0.4919.